Entry 1:
A molecular structure, C32H52BClHfN7O5S. Source: the Open Molecules 2025 dataset; level of theory: ωB97M-V/def2-TZVPD.

The calculation puts the energy above the lowest of the compared OMol25 structures with the same formula, charge and spin at 0.000 eV. The HOMO-LUMO gap is 0.288 Ha. The LUMO energy comes out at -0.1039 Eh. The value obtained for the total energy is -80032.143 eV. The HOMO energy is -10.669 eV.

Structure (ORCA input):
```
! wB97M-V def2-TZVPD RIJCOSX def2/J DEFGRID3
* xyz 1 1
Hf 0.33 -0.01 -0.08
C -2.21 -0.46 -3.16
C -3.26 -0.31 -2.07
C -3.98 1.04 -2.19
C -2.98 -0.61 -0.60
C -4.07 -0.95 0.19
C -3.66 -0.94 1.51
C -4.69 -1.04 2.62
C -4.29 -0.74 4.06
C -5.85 -0.09 2.27
N -2.33 -0.70 1.51
N -1.90 -0.45 0.21
B -1.28 -0.79 2.67
N -0.65 0.63 2.83
N -0.32 1.33 1.69
C -0.19 2.63 2.06
C -0.31 2.72 3.44
C -0.58 1.44 3.90
C -0.67 1.15 5.38
C -1.91 1.83 5.99
C -0.54 -0.29 5.84
C -0.12 3.84 1.17
C 0.78 4.92 1.77
C -1.53 4.39 0.96
N -0.19 -1.85 2.39
N 0.75 -1.60 1.40
C 1.68 -2.58 1.46
C 1.31 -3.47 2.45
C 0.13 -3.01 3.01
C -0.55 -3.85 4.07
C -2.03 -3.64 4.34
C 0.24 -3.86 5.38
C 3.00 -2.75 0.74
C 4.12 -2.22 1.65
C 3.18 -2.26 -0.69
H -2.67 -0.18 -4.11
H -1.86 -1.48 -3.24
H -1.36 0.20 -3.01
H -4.03 -1.06 -2.30
H -3.32 1.90 -2.09
H -4.78 1.14 -1.45
H -4.43 1.13 -3.18
H -5.07 -1.11 -0.17
H -5.08 -2.07 2.58
H -3.84 0.25 4.14
H -3.62 -1.47 4.48
H -5.20 -0.74 4.67
H -5.50 0.94 2.26
H -6.63 -0.18 3.03
H -6.30 -0.31 1.31
H -1.83 -1.08 3.66
H -0.21 3.60 4.04
H 0.20 1.69 5.78
H -2.83 1.42 5.59
H -1.91 2.91 5.81
H -1.91 1.68 7.07
H -1.48 -0.83 5.76
H -0.23 -0.31 6.89
H 0.22 -0.82 5.26
H 0.32 3.58 0.21
H 0.36 5.33 2.69
H 0.88 5.75 1.06
H 1.78 4.54 1.98
H -1.94 4.74 1.91
H -2.23 3.64 0.58
H -1.52 5.24 0.27
H 1.83 -4.38 2.72
H -0.46 -4.86 3.64
H -2.18 -2.80 5.01
H -2.43 -4.52 4.83
H -2.60 -3.47 3.42
H 0.25 -2.88 5.85
H 1.28 -4.17 5.21
H -0.21 -4.56 6.08
H 3.13 -3.84 0.70
H 4.08 -1.13 1.73
H 5.09 -2.50 1.24
H 4.05 -2.64 2.66
H 2.88 -1.23 -0.84
H 2.64 -2.88 -1.40
H 4.24 -2.30 -0.94
S 0.01 -2.23 -1.48
C 0.81 -1.29 -2.69
C 1.17 -1.72 -3.97
C 1.76 -0.82 -4.83
C 1.99 0.49 -4.40
C 1.63 0.84 -3.12
N 1.05 -0.03 -2.28
H 0.96 -2.74 -4.26
H 2.04 -1.12 -5.82
H 2.45 1.22 -5.05
H 1.81 1.83 -2.74
O 3.89 1.17 -0.66
Cl 2.89 1.54 0.26
O 3.27 2.57 1.13
O 2.40 0.36 1.01
O 1.64 1.90 -0.47
O -0.85 1.74 -1.12
H -0.48 2.63 -1.04
H -1.80 1.80 -0.93
*
```



Entry 2:
2 unconnected molecules or ions with the total composition C32H52BF3N2O9PS at a distorted geometry. Source: the Open Molecules 2025 dataset; level of theory: ωB97M-V/def2-TZVPD.

The HOMO-LUMO gap is 0.332 Ha. The LUMO energy comes out at -0.1193 Eh. The value obtained for the total energy is -84383.403 eV. The HOMO energy is -12.281 eV.

Structure (ORCA input):
```
! wB97M-V def2-TZVPD RIJCOSX def2/J DEFGRID3
* xyz 1 1
C 7.90 -0.53 1.11
C 7.57 0.29 -0.12
O 6.19 0.15 -0.53
P 5.79 -1.14 -1.36
O 6.72 -1.54 -2.42
C 4.16 -0.69 -2.00
C 3.49 0.51 -1.31
C 2.20 0.96 -2.00
C 1.02 0.09 -1.61
C 0.72 -0.03 -0.09
C 0.76 1.36 0.61
C -0.23 1.72 1.74
C -0.50 3.23 1.69
C 0.39 1.40 3.10
C -0.54 -0.96 -0.15
B -1.45 -1.39 1.08
O -1.14 -1.09 2.36
O -2.54 -2.20 0.80
C -2.19 -3.60 0.75
C -1.27 -0.60 -1.46
C -2.76 -0.34 -1.54
C -3.33 0.73 -0.61
C -4.78 0.49 -0.20
F -5.61 1.33 -0.82
F -5.20 -0.75 -0.46
F -4.94 0.69 1.12
N -0.33 0.39 -2.21
C -0.83 1.80 -2.22
C 0.00 2.78 -3.10
O 0.12 2.50 -4.26
C 0.55 4.01 -2.50
C -0.12 4.71 -1.51
C 0.42 5.87 -1.00
C 1.64 6.32 -1.46
C 2.31 5.63 -2.46
C 1.76 4.48 -2.98
O -0.52 -0.03 -3.62
C 0.57 -0.39 -4.24
N 1.53 -0.76 -4.76
O 5.62 -2.31 -0.28
C 4.70 -2.19 0.82
C 3.41 -2.93 0.55
H 8.78 -0.11 1.59
H 7.07 -0.48 1.82
H 8.11 -1.57 0.86
H 8.22 0.05 -0.96
H 7.69 1.34 0.10
H 4.39 -0.42 -3.03
H 3.53 -1.58 -2.00
H 3.35 0.31 -0.24
H 4.18 1.35 -1.36
H 2.03 2.00 -1.79
H 2.37 0.89 -3.07
H 1.27 -0.93 -1.91
H 1.54 -0.63 0.30
H 0.74 2.14 -0.14
H 1.74 1.46 1.06
H -1.19 1.24 1.63
H -0.88 3.59 2.65
H 0.42 3.77 1.47
H -1.21 3.48 0.90
H -0.37 1.41 3.87
H 0.86 0.42 3.10
H 1.15 2.15 3.32
H -0.09 -1.94 -0.39
H -1.63 -1.64 2.99
H -1.48 -3.84 1.54
H -1.73 -3.83 -0.21
H -3.05 -4.24 0.90
H -1.13 -1.48 -2.08
H -3.23 -1.30 -1.35
H -3.01 -0.10 -2.58
H -2.75 0.83 0.31
H -3.32 1.70 -1.10
H -1.80 1.74 -2.70
H -0.98 2.14 -1.20
H -1.08 4.37 -1.15
H -0.08 6.43 -0.23
H 2.08 7.22 -1.06
H 3.27 5.97 -2.82
H 2.27 3.94 -3.77
H 5.20 -2.65 1.67
H 4.55 -1.14 1.07
H 3.63 -3.84 0.00
H 2.70 -2.35 -0.05
H 2.92 -3.18 1.49
C -6.35 -2.11 2.36
C -7.56 -2.81 3.01
C -7.42 -4.31 2.71
S -5.66 -4.64 2.54
O -5.37 -5.03 1.18
O -5.20 -5.43 3.65
C -5.13 -2.94 2.75
H -6.26 -1.08 2.69
H -6.46 -2.11 1.27
H -7.54 -2.64 4.08
H -8.50 -2.42 2.63
H -7.81 -4.93 3.52
H -7.90 -4.59 1.77
H -4.26 -2.77 2.13
H -4.89 -2.80 3.81
*
```



Entry 3:
A molecular structure, C32H52BaNP2S3 at a distorted geometry. Source: the Open Molecules 2025 dataset; level of theory: ωB97M-V/def2-TZVPD.

The calculation puts the energy above the lowest of the compared OMol25 structures with the same formula, charge and spin at 2.561 eV. The HOMO-LUMO gap is 0.234 Ha. The LUMO energy comes out at -0.0840 Eh. The value obtained for the total energy is -87290.065 eV. The HOMO energy is -8.655 eV.

Structure (ORCA input):
```
! wB97M-V def2-TZVPD RIJCOSX def2/J DEFGRID3
* xyz 1 1
Ba -0.47 -0.80 1.09
C -4.55 1.18 0.46
C -4.47 0.00 -0.50
C -5.57 0.12 -1.55
P -2.74 -0.22 -1.08
C -2.82 -1.57 -2.33
C -2.82 -1.21 -3.81
C -1.70 -2.57 -2.02
C -2.19 1.33 -1.80
C -2.89 1.92 -2.88
C -2.53 3.12 -3.45
C -3.30 3.73 -4.58
C -1.38 3.73 -2.93
C -0.66 3.19 -1.89
C -1.04 1.97 -1.28
N -0.29 1.38 -0.29
C 0.84 2.05 0.20
C 0.72 3.27 0.89
C 1.82 3.96 1.34
C 3.11 3.46 1.16
C 4.33 4.19 1.63
C 3.23 2.23 0.53
C 2.13 1.49 0.08
P 2.26 -0.21 -0.57
C 3.79 -0.97 0.16
C 5.15 -0.61 -0.44
C 3.81 -0.85 1.69
C 2.66 -0.20 -2.35
C 2.75 -1.63 -2.87
C 1.66 0.61 -3.16
H -5.44 1.10 1.09
H -4.61 2.12 -0.08
H -3.69 1.29 1.14
H -4.65 -0.91 0.08
H -5.52 1.06 -2.08
H -6.55 0.09 -1.06
H -5.56 -0.69 -2.28
H -3.77 -2.07 -2.08
H -2.00 -0.54 -4.06
H -3.74 -0.72 -4.13
H -2.70 -2.12 -4.40
H -0.70 -2.11 -2.03
H -1.63 -3.36 -2.77
H -1.84 -3.05 -1.05
H -3.74 1.40 -3.28
H -4.06 3.05 -4.96
H -2.65 4.00 -5.42
H -3.82 4.65 -4.28
H -1.03 4.66 -3.37
H 0.23 3.71 -1.56
H -0.28 3.68 1.02
H 1.68 4.91 1.84
H 4.12 5.24 1.86
H 5.13 4.17 0.89
H 4.74 3.75 2.54
H 4.22 1.82 0.40
H 3.62 -2.04 -0.05
H 5.36 0.46 -0.42
H 5.25 -0.94 -1.47
H 5.95 -1.10 0.13
H 4.07 0.16 2.01
H 4.56 -1.53 2.11
H 2.86 -1.10 2.16
H 3.64 0.28 -2.44
H 1.80 -2.17 -2.78
H 3.51 -2.23 -2.37
H 2.99 -1.62 -3.94
H 0.62 0.26 -3.06
H 1.90 0.55 -4.22
H 1.64 1.66 -2.88
C 1.08 -2.07 5.61
C 0.24 -0.81 5.51
S -0.14 -0.25 3.78
C -1.54 -1.37 3.38
C -1.23 -2.75 2.54
S 0.52 -3.17 2.21
C 0.70 -4.81 3.00
C 1.12 -4.68 4.46
S 0.12 -3.60 5.48
H 1.57 -2.05 6.58
H 1.85 -2.06 4.83
H 0.80 0.05 5.88
H -0.69 -0.85 6.07
H -2.29 -0.75 2.82
H -2.00 -1.65 4.32
H -1.73 -2.70 1.55
H -1.66 -3.57 3.10
H 1.46 -5.31 2.39
H -0.22 -5.37 2.84
H 2.16 -4.37 4.52
H 1.08 -5.67 4.92
*
```



Entry 4:
7 unconnected molecules or ions with the total composition C32H52BrINO9P at a distorted geometry. Source: the Open Molecules 2025 dataset; level of theory: ωB97M-V/def2-TZVPD.

The HOMO-LUMO gap is 0.274 Ha. The LUMO energy comes out at -0.0617 Eh. The value obtained for the total energy is -141363.447 eV. The HOMO energy is -9.122 eV.

Structure (ORCA input):
```
! wB97M-V def2-TZVPD RIJCOSX def2/J DEFGRID3
* xyz 0 1
O -0.68 -0.97 2.22
P -1.08 0.28 1.33
C -2.95 0.72 1.52
C -3.39 2.23 2.04
C -5.00 2.64 2.16
I -5.72 4.62 2.81
C -6.08 1.48 1.74
C -5.64 -0.03 1.26
C -4.06 -0.46 1.13
Br -3.57 -2.31 0.51
C -7.04 -0.82 0.98
O -7.36 -2.12 1.07
N -7.96 0.36 0.62
C -7.72 1.46 1.66
O -8.67 2.18 2.26
H -0.30 1.46 1.64
H -0.91 -0.10 -0.08
H -2.59 3.03 2.33
H -7.43 0.76 -0.20
C 3.55 2.20 -1.01
C 2.33 2.97 -1.44
C 1.20 2.14 -0.87
O 1.71 1.51 0.32
C 3.13 1.69 0.36
H 4.46 2.80 -0.98
H 3.71 1.35 -1.68
H 2.33 3.96 -0.97
H 2.25 3.10 -2.52
H 0.91 1.34 -1.56
H 0.32 2.73 -0.62
H 3.36 2.43 1.14
H 3.62 0.75 0.62
C -5.97 0.09 -4.33
C -4.88 -0.44 -3.44
C -5.32 0.04 -2.07
O -6.76 0.10 -2.10
C -7.20 -0.05 -3.45
H -6.06 -0.45 -5.28
H -5.79 1.15 -4.55
H -4.88 -1.54 -3.46
H -3.88 -0.09 -3.71
H -4.95 1.05 -1.87
H -5.00 -0.62 -1.26
H -7.64 -1.05 -3.55
H -7.96 0.69 -3.68
C 7.38 0.05 3.20
C 8.34 0.11 2.05
C 7.41 0.30 0.87
O 6.27 1.02 1.35
C 6.31 1.04 2.78
H 7.83 0.29 4.17
H 6.95 -0.96 3.27
H 8.99 0.99 2.15
H 8.98 -0.77 1.95
H 7.06 -0.67 0.48
H 7.88 0.85 0.05
H 6.57 2.06 3.09
H 5.33 0.79 3.18
C 0.03 -0.65 -5.92
C 1.12 -1.18 -5.03
C 0.68 -0.70 -3.67
O -0.76 -0.64 -3.69
C -1.20 -0.80 -5.05
H -0.06 -1.19 -6.87
H 0.21 0.41 -6.14
H 1.12 -2.28 -5.06
H 2.12 -0.84 -5.30
H 1.05 0.31 -3.46
H 1.00 -1.36 -2.86
H -1.64 -1.79 -5.14
H -1.96 -0.05 -5.27
C 0.15 -5.83 -0.50
C -0.97 -4.89 -0.13
C -0.48 -3.57 -0.69
O 0.32 -3.88 -1.84
C 0.57 -5.29 -1.85
H -0.15 -6.88 -0.54
H 0.97 -5.73 0.22
H -1.89 -5.19 -0.65
H -1.18 -4.85 0.94
H 0.15 -3.05 0.03
H -1.30 -2.91 -0.98
H -0.02 -5.73 -2.66
H 1.63 -5.47 -2.06
C 2.74 2.32 6.45
C 1.81 2.28 5.26
C 2.78 2.24 4.10
O 3.95 1.56 4.57
C 3.87 1.43 5.99
H 2.28 1.97 7.38
H 3.10 3.34 6.60
H 1.21 1.36 5.29
H 1.12 3.13 5.22
H 3.08 3.25 3.80
H 2.37 1.72 3.23
H 3.67 0.37 6.22
H 4.83 1.70 6.44
*
```



Entry 5:
9 unconnected molecules or ions with the total composition C32H53Cl16F5O2Si. Source: the Open Molecules 2025 dataset; level of theory: ωB97M-V/def2-TZVPD.

The HOMO-LUMO gap is 0.370 Ha. The LUMO energy comes out at 0.0072 Eh. The value obtained for the total energy is -259966.751 eV. The HOMO energy is -9.882 eV.

Structure (ORCA input):
```
! wB97M-V def2-TZVPD RIJCOSX def2/J DEFGRID3
* xyz 0 1
C 0.31 -6.84 -0.22
C -1.03 -7.47 -0.61
C -2.26 -6.68 -0.14
O -3.27 -6.70 -1.16
Si -4.38 -5.47 -1.12
C -5.33 -5.64 0.51
C -5.39 -7.07 0.94
O -4.94 -7.46 1.99
C -5.52 -5.75 -2.58
C -6.20 -4.51 -3.19
C -7.17 -3.79 -2.26
C -3.50 -3.74 -1.11
F -4.31 -2.73 -1.63
F -3.33 -3.40 0.24
C -2.14 -3.63 -1.78
C -1.65 -4.57 -2.69
C -0.38 -4.42 -3.24
C 0.41 -3.34 -2.89
C -0.09 -2.38 -2.01
C 0.74 -1.18 -1.63
F 0.92 -1.09 -0.30
F 1.97 -1.21 -2.20
F 0.16 -0.02 -2.02
C -1.35 -2.53 -1.46
H 1.05 -7.07 -1.00
H 0.71 -7.27 0.70
H 0.25 -5.75 -0.16
H -1.10 -8.51 -0.28
H -1.10 -7.49 -1.71
H -1.96 -5.66 0.13
H -2.65 -7.14 0.78
H -4.88 -5.08 1.33
H -6.36 -5.30 0.40
H -5.87 -7.80 0.27
H -4.97 -6.32 -3.34
H -6.30 -6.43 -2.21
H -6.75 -4.85 -4.08
H -5.43 -3.84 -3.58
H -6.95 -3.93 -1.20
H -7.14 -2.72 -2.46
H -8.19 -4.11 -2.47
H -2.25 -5.43 -2.97
H -0.03 -5.18 -3.92
H 1.40 -3.24 -3.31
H -1.74 -1.78 -0.77
Cl 6.02 3.20 -0.02
C 4.29 3.09 0.41
C 3.45 4.00 -0.45
Cl 3.75 5.72 -0.10
H 4.20 3.34 1.46
H 3.99 2.06 0.26
H 2.39 3.82 -0.24
H 3.62 3.84 -1.51
Cl 3.05 4.17 -3.96
C 2.31 2.59 -4.31
C 3.05 1.83 -5.37
Cl 2.90 2.59 -6.97
H 1.27 2.77 -4.59
H 2.32 2.02 -3.38
H 2.63 0.82 -5.46
H 4.11 1.75 -5.14
Cl -6.01 -0.77 -5.87
C -6.78 0.57 -4.97
C -7.26 0.14 -3.61
Cl -8.63 -1.00 -3.71
H -7.60 0.95 -5.57
H -6.03 1.35 -4.85
H -7.60 1.00 -3.04
H -6.46 -0.35 -3.05
Cl 9.46 5.23 4.52
C 8.60 4.42 3.19
C 7.13 4.73 3.19
Cl 6.29 4.01 4.59
H 8.78 3.35 3.28
H 9.04 4.77 2.26
H 6.67 4.32 2.30
H 6.95 5.81 3.21
Cl 10.46 7.03 9.05
C 9.18 7.82 8.09
C 9.70 8.40 6.80
Cl 10.78 9.79 7.07
H 8.73 8.59 8.72
H 8.43 7.06 7.87
H 8.86 8.75 6.20
H 10.25 7.65 6.23
Cl 7.29 -0.24 5.21
C 6.20 0.89 6.05
C 5.74 0.36 7.38
Cl 4.64 -1.04 7.21
H 5.36 1.10 5.39
H 6.76 1.81 6.20
H 5.19 1.13 7.91
H 6.58 0.05 8.00
Cl -4.69 0.86 -1.04
C -5.53 1.73 0.27
C -7.01 1.88 0.02
Cl -7.34 2.98 -1.35
H -5.05 2.70 0.37
H -5.37 1.16 1.18
H -7.48 2.31 0.90
H -7.48 0.93 -0.20
Cl 0.39 5.02 -2.27
C -0.63 6.17 -1.36
C -1.04 5.62 -0.02
Cl -2.18 4.26 -0.18
H -1.49 6.41 -1.98
H -0.03 7.07 -1.22
H -1.55 6.40 0.55
H -0.18 5.28 0.55
*
```